(1)
The following is a DFT calculation (ωB97M-V with the def2-TZVPD basis set) of a single C4H7NO2 molecule.

Results
Charge ... 0
HOMO ... -9.7 eV
Lowest unoccupied orbital energy ... 0.87 eV
Gap between HOMO and LUMO ... 10.59 eV
Energy above the lowest of the compared OMol25 structures with the same formula, charge and spin ... 347.7 kJ/mol
SMILES string ... C[C@]1(C=O)CN1O

XYZ file:
```
14
Properties=species:S:1:pos:R:3:nbo_charge:R:1
C -0.73 -1.49 0.28 -0.607
C 0.02 -0.22 -0.04 -0.060
N -0.44 0.96 0.70 -0.120
O -0.48 2.15 -0.07 -0.591
C 0.52 -0.11 -1.45 0.425
C 0.92 0.52 0.92 -0.252
O 0.66 -1.08 -2.16 -0.519
H -1.66 -1.49 -0.29 0.222
H -0.16 -2.38 0.00 0.234
H -0.98 -1.53 1.34 0.221
H -1.33 2.52 0.21 0.482
H 0.81 0.90 -1.79 0.134
H 1.69 1.13 0.45 0.214
H 1.16 0.13 1.90 0.217
```



(2)
The following is a DFT calculation (ωB97M-V with the def2-TZVPD basis set) of a molecular structure, C6H10O.

Results
Charge ... 0
HOMO ... -9.3 eV
Lowest unoccupied orbital energy ... 1.15 eV
Gap between HOMO and LUMO ... 10.47 eV
Energy above the lowest of the compared OMol25 structures with the same formula, charge and spin ... 163.7 kJ/mol

XYZ file:
```
17
Properties=species:S:1:pos:R:3:nbo_charge:R:1
C 2.32 -0.19 -0.07 -0.608
C 1.15 0.77 0.18 -0.425
C -0.04 0.01 0.72 0.119
O -1.16 0.81 1.16 -0.518
C -2.06 -0.04 0.45 0.090
C -1.85 0.11 -1.01 -0.447
C -0.94 -0.79 -0.21 -0.291
H 2.03 -0.99 -0.75 0.204
H 2.67 -0.65 0.86 0.204
H 3.17 0.34 -0.52 0.215
H 0.87 1.28 -0.74 0.203
H 1.44 1.54 0.91 0.213
H 0.27 -0.62 1.57 0.174
H -2.96 -0.37 0.96 0.201
H -2.55 -0.44 -1.64 0.222
H -1.53 1.08 -1.40 0.219
H -0.83 -1.84 -0.46 0.223
```